A molecular structure, C4H4LiO2, computed with ωB97M-V/def2-TZVPD.

Structure (XYZ):
```
11
Properties=species:S:1:pos:R:3
C 1.55962 -0.14251 0.19373
O 2.59014 0.81225 0.42542
H -1.17229 -1.25049 -0.80034
H 1.85323 -0.82782 -0.62499
C -0.87120 -0.15670 -0.21284
O -3.20024 0.21841 -0.47069
H 3.42663 0.34734 0.52087
H 1.42324 -0.76735 1.09787
C 0.28365 0.51238 -0.16077
Li -3.84486 1.12743 0.96562
C -2.04791 0.12704 -0.93388
```

Results
* multiplicity: 2
* maximum force: 3.3 eV Å⁻¹
* gap between HOMO and LUMO (alpha / beta): 5.07 / 4.86 eV
* highest occupied orbital energy (alpha / beta): -6.50 / -6.40 eV

***

A molecular structure, C4H4LiO2Ru, computed with ωB97M-V/def2-TZVPD.

Structure (XYZ):
```
12
Properties=species:S:1:pos:R:3
Ru 1.55098 0.38773 1.08995
H 2.35072 -0.38598 -1.39644
C 0.26921 -0.63836 -1.09002
H -0.56023 -2.33564 -0.88568
H -2.72119 -0.21367 -0.32247
O -0.16190 0.87469 1.81072
C -1.23462 0.54350 1.18121
Li -0.55039 2.16234 3.16113
C -1.85562 0.22372 0.14776
C 1.41811 0.10665 -1.08773
H 1.30090 1.17760 -1.29074
O 0.19404 -1.90258 -1.31769
```

Results
* total charge: +3
* multiplicity: 7
* maximum force: 5.5 eV Å⁻¹
* gap between HOMO and LUMO (alpha / beta): 8.44 / 6.76 eV
* highest occupied orbital energy (alpha / beta): -22.27 / -23.99 eV

***

A molecular structure, C4H4MgO2, computed with ωB97M-V/def2-TZVPD.

Structure (XYZ):
```
11
Properties=species:S:1:pos:R:3
H -0.40672 -0.79131 -1.30842
C -0.35650 0.96469 -0.09429
H -0.29811 1.34603 0.95924
O 1.02273 -2.27446 0.35195
O -2.25240 2.30588 -0.26551
C -1.35100 1.74451 -0.86022
H -1.04828 2.04173 -1.88626
Mg 2.56969 -3.44671 1.71014
C -0.01160 -0.28943 -0.42065
H 1.31110 -0.52089 1.31880
C 0.82107 -1.08004 0.49522
```

Results
* ΔE to the lowest compared entry with this formula, charge and spin: 0.0 kcal/mol
* maximum force: 2.2 eV Å⁻¹
* gap between HOMO and LUMO: 4.55 eV
* highest occupied orbital energy: -6.08 eV

***

A single C4H4N2 molecule, computed with ωB97M-V/def2-TZVPD.

Structure (XYZ):
```
10
Properties=species:S:1:pos:R:3
C -0.87272 1.58934 -0.03497
C 2.03602 -0.11153 0.14889
C 0.84966 -0.08376 0.28834
C -0.52173 0.20892 0.43891
H -0.62039 -1.12372 -1.40448
H -0.87427 0.17030 1.49588
H -0.97363 -1.90741 0.04279
N -0.88893 -1.01847 -0.42738
H 2.99625 -0.38871 -0.16768
N -1.13025 2.66504 -0.38030
```

Results
* ΔE to the lowest compared entry with this formula, charge and spin: 83.6 kcal/mol
* maximum force: 3.2 eV Å⁻¹
* gap between HOMO and LUMO: 9.76 eV
* SMILES: C#C[C@H](N)C#N
* highest occupied orbital energy: -9.11 eV

***

A single C4H4N2 molecule, computed with ωB97M-V/def2-TZVPD.

Structure (XYZ):
```
10
Properties=species:S:1:pos:R:3
C 0.07070 -0.36385 0.19846
N 0.10205 -2.19333 -1.32572
H 2.00777 -0.70734 0.70205
H -2.43815 2.35816 -0.04810
N 1.35920 0.07036 0.62673
C 0.08987 -1.04027 -1.21224
C -1.73034 1.57002 0.03795
C -0.91623 0.69743 0.14901
H -0.26565 -1.15955 0.88232
H 1.72076 0.76836 -0.01046
```

Results
* ΔE to the lowest compared entry with this formula, charge and spin: 77.2 kcal/mol
* maximum force: 2.5 eV Å⁻¹
* gap between HOMO and LUMO: 10.39 eV
* SMILES: C#C[C@H](N)C#N
* highest occupied orbital energy: -10.45 eV

***

A molecular structure, C4H4N2, computed with ωB97M-V/def2-TZVPD.

Structure (XYZ):
```
10
Properties=species:S:1:pos:R:3
C -0.53300 0.76960 0.03669
H -1.12394 1.96071 -0.32215
H 2.51133 -0.09395 0.01902
N 0.76925 1.01159 0.05687
C -1.37928 -0.26702 -0.02001
H -1.12037 1.92763 0.50101
C -0.48255 -1.39282 -0.07478
N 0.84569 -1.35229 -0.06123
C 1.42483 -0.13844 0.00614
H -0.90448 -2.39621 -0.13619
```

Results
* ΔE to the lowest compared entry with this formula, charge and spin: 122.3 kcal/mol
* maximum force: 0.4 eV Å⁻¹
* gap between HOMO and LUMO: 8.71 eV
* highest occupied orbital energy: -8.86 eV

***

2 unconnected molecules or ions with the total composition C4H4N2, computed with ωB97M-V/def2-TZVPD.

Structure (XYZ):
```
10
Properties=species:S:1:pos:R:3
H 0.60326 -1.25568 1.78286
C 0.04939 -0.72949 -0.27444
H 0.86581 -2.43626 -3.14463
H -0.74664 2.64795 1.40720
C -0.51456 1.68845 0.95766
H 0.69504 -2.12868 -2.48715
C -0.39227 0.40363 -0.66030
C 0.22599 -0.48006 1.11726
N -0.05426 0.70303 1.70228
N -0.73176 1.58711 -0.40074
```

Results
* ΔE to the lowest compared entry with this formula, charge and spin: 101.9 kcal/mol
* maximum force: 0.5 eV Å⁻¹
* gap between HOMO and LUMO: 9.87 eV
* SMILES: C1=C=NC=NC=1.[H][H]
* highest occupied orbital energy: -10.13 eV

***

A single C4H4N2 molecule, computed with ωB97M-V/def2-TZVPD.

Structure (XYZ):
```
10
Properties=species:S:1:pos:R:3
H 2.60818 -0.55863 -0.04032
C 0.44289 -0.36549 0.00170
C -0.73567 1.82871 0.10238
C -0.27390 0.63992 0.73648
H -0.90390 0.28979 1.56464
H -0.80585 -1.05888 -1.36175
C 1.67829 0.00439 0.12776
H -0.62115 -2.11349 -0.04293
N -0.20549 -1.41225 -0.63458
N -1.18341 2.74594 -0.45339
```

Results
* ΔE to the lowest compared entry with this formula, charge and spin: 113.5 kcal/mol
* maximum force: 1.5 eV Å⁻¹
* gap between HOMO and LUMO (alpha / beta): 8.48 / 8.65 eV
* highest occupied orbital energy (alpha / beta): -9.32 / -9.88 eV